[1]
Computed, not measured: a 6-piece molecular cluster, C48H45F40NO11 overall in a non-equilibrium geometry, with wB97M-V/def2-TZVPD.

Properties
spin multiplicity = 1
SMILES = CC(=O)OCC[C@H]1[C@@H](O)C(=O)N[C@@]1(Cc1ccc(C)cc1)OC(=O)c1ccccc1.FC(F)C(F)(F)COC(F)(F)C(F)F.FC(F)C(F)(F)COC(F)(F)C(F)F.FC(F)C(F)(F)COC(F)(F)C(F)F.FC(F)C(F)(F)COC(F)(F)C(F)F.FC(F)C(F)(F)COC(F)(F)C(F)F
strongest force on any atom = 5.2 eV/Å
DFT total energy = -6733.0356 Eh
Kohn-Sham gap = 9.007 eV
LUMO energy = 0.2 eV

XYZ file:
```
145
Properties=species:S:1:pos:R:3:forces:R:3
C -6.141828 -7.175422 -2.847621 -1.077 1.167 -0.149
C -6.457483 -6.531319 -1.443276 0.589 -0.882 -1.332
O -6.193278 -7.148395 -0.443743 -0.427 0.728 0.038
O -7.023433 -5.278328 -1.489671 0.542 -0.965 0.410
C -7.283462 -4.736541 -0.174101 -0.487 0.287 0.942
C -6.004339 -4.283673 0.616310 0.250 -0.250 -0.042
C -5.555711 -2.794774 0.266697 -0.584 -1.214 1.852
C -5.074614 -2.034959 1.560537 -0.150 1.539 -1.234
O -5.848328 -2.139129 2.750893 0.493 -0.242 -0.601
C -3.527007 -2.296259 1.603916 -1.552 -0.960 -0.825
O -2.780005 -2.236286 2.541923 -0.018 0.232 -0.630
N -3.216288 -2.671383 0.269872 0.491 -0.032 -0.149
C -4.281331 -2.679876 -0.708715 -4.267 1.746 2.301
C -4.554576 -1.287212 -1.478517 2.144 -0.073 -1.158
C -3.281140 -0.371780 -1.448840 1.683 1.469 -0.633
C -2.467691 -0.202848 -2.661596 0.746 0.768 1.157
C -1.242034 0.607469 -2.677771 -1.036 0.147 2.969
C -0.807387 1.275460 -1.440191 -1.074 -0.022 0.786
C 0.535288 2.120890 -1.398918 -0.490 -1.695 -0.275
C -1.629800 1.169727 -0.190998 -0.755 -1.616 -2.906
C -2.831251 0.350761 -0.251796 0.713 0.027 -1.060
O -4.500711 -3.779125 -1.607132 2.583 -0.202 -0.141
C -3.443956 -4.667095 -1.745839 1.089 -1.190 -2.200
O -2.934223 -5.334159 -0.889396 -0.749 0.889 0.522
C -2.931979 -4.876679 -3.208654 -0.086 0.129 -1.129
C -1.784018 -5.774183 -3.418710 -0.844 0.716 -1.865
C -1.320145 -6.021684 -4.781121 -1.909 1.294 0.419
C -2.015963 -5.378951 -5.905500 -0.658 0.511 1.420
C -3.138237 -4.475568 -5.690988 0.467 -0.728 2.296
C -3.612164 -4.221670 -4.320557 2.079 -1.564 -0.298
H -6.568698 -8.209687 -2.868305 0.696 0.832 0.235
H -6.683904 -6.597590 -3.645009 0.664 -0.475 0.665
H -5.043340 -7.151125 -3.073988 -1.028 -0.145 0.404
H -7.979743 -3.859291 -0.309723 0.788 -0.861 -0.167
H -7.874706 -5.504575 0.395128 0.787 0.644 -0.383
H -6.251732 -4.370984 1.712611 0.164 0.340 -1.057
H -5.173922 -5.025295 0.449483 -0.801 0.798 0.115
H -6.507682 -2.304694 -0.064748 1.148 -0.134 -0.297
H -5.184820 -0.953108 1.252214 0.635 -0.771 0.165
H -6.309090 -1.291996 2.841763 0.205 -0.495 0.154
H -2.250344 -2.588132 -0.040306 -0.288 -0.053 0.237
H -5.474269 -0.771717 -1.114188 0.900 -0.456 -0.046
H -4.716069 -1.535663 -2.567366 -0.030 0.200 1.134
H -2.739859 -0.680877 -3.634879 -0.003 0.342 1.177
H -0.601022 0.755916 -3.575210 -0.814 -0.248 0.621
H 0.794427 2.434475 -2.440202 -0.239 0.094 0.961
H 1.344716 1.400324 -1.079429 -0.698 0.844 -0.244
H 0.515967 2.951795 -0.656771 -0.134 -0.575 -0.806
H -1.369067 1.648462 0.780252 -0.079 -0.350 -1.184
H -3.438988 0.250241 0.676265 0.545 0.162 -0.796
H -1.283635 -6.279514 -2.556069 -0.654 0.658 -0.862
H -0.464222 -6.713964 -4.972062 -0.907 0.783 0.209
H -1.698274 -5.568803 -6.959678 -0.207 0.117 1.140
H -3.706408 -3.981819 -6.509468 0.800 -0.588 0.487
H -4.479455 -3.570123 -4.075548 0.778 -0.563 -0.441
F 4.501216 2.229440 1.237602 0.040 -0.063 0.095
C 5.653908 2.013673 1.902358 0.516 0.185 -0.551
F 6.489360 1.390990 1.032320 0.051 -0.113 0.242
C 5.456760 1.151302 3.148889 -0.597 -0.597 0.427
F 5.023405 -0.086633 2.815271 0.037 0.158 -0.218
F 6.682010 0.979495 3.723648 0.058 0.404 -0.163
C 4.532128 1.731991 4.237045 0.014 0.099 0.793
O 3.182925 1.258124 4.253829 -0.138 0.162 -1.210
C 2.258622 1.889677 3.420117 0.955 0.386 1.312
F 2.800277 3.002328 2.887458 -0.420 -0.025 -0.279
F 1.253379 2.308347 4.221976 -0.250 -0.232 -0.308
C 1.689843 0.942951 2.361422 -0.271 -0.622 -0.358
F 2.660629 0.443947 1.569387 0.015 0.126 0.175
F 0.819848 1.599396 1.552759 0.119 0.245 0.368
H 6.096819 2.980300 2.158781 -0.036 -0.045 0.159
H 4.941164 1.394038 5.191462 -0.009 -0.190 -0.168
H 4.581746 2.819350 4.287888 -0.113 -0.336 -0.328
H 1.169359 0.103023 2.827145 -0.005 0.132 0.180
F 2.168684 -2.248941 -7.593134 -0.011 0.153 0.012
C 2.595771 -1.146279 -8.238393 0.545 -0.385 -0.456
F 3.945851 -1.246892 -8.322920 -0.065 0.289 0.042
C 2.211163 0.140957 -7.509026 -0.197 0.269 0.834
F 2.808408 0.206458 -6.297643 0.025 -0.206 -0.138
F 2.710248 1.184300 -8.233014 -0.117 -0.251 -0.327
C 0.701148 0.399812 -7.339276 -0.507 0.664 -0.122
O 0.123072 0.056732 -6.080284 0.499 -1.054 -0.054
C -0.295824 -1.265069 -5.890610 -0.305 1.059 -0.928
F -0.252874 -1.934476 -7.057316 -0.071 -0.324 0.310
F -1.601504 -1.197332 -5.545758 0.139 -0.212 0.250
C 0.482336 -1.966643 -4.775019 0.367 -0.304 0.711
F 1.804806 -2.002642 -5.044702 -0.158 0.169 -0.130
F 0.069525 -3.246720 -4.642401 -0.242 0.164 -0.203
H 2.194307 -1.157650 -9.256114 -0.082 0.126 0.044
H 0.576138 1.482913 -7.398219 0.192 -0.062 0.148
H 0.116945 0.008966 -8.174697 0.201 -0.242 0.080
H 0.344604 -1.453003 -3.819955 -0.175 0.108 -0.113
F 6.614405 5.312803 7.580315 0.038 -0.119 -0.294
C 5.735541 5.043930 6.599497 -0.677 -0.158 0.570
F 5.145309 3.863250 6.921250 0.039 -0.065 -0.352
C 6.407639 4.939007 5.231981 0.959 -0.025 -0.150
F 7.279368 3.905807 5.195434 -0.171 0.012 0.155
F 5.432966 4.642267 4.317499 -0.141 0.484 0.155
C 7.115484 6.213845 4.731636 0.001 0.430 -0.757
O 8.529285 6.281721 4.912973 -0.180 -0.336 1.175
C 9.008805 6.749662 6.140202 -0.727 0.591 -1.236
F 7.994608 7.256802 6.869268 0.330 0.001 0.333
F 9.820796 7.790076 5.852897 0.250 -0.262 0.239
C 9.807811 5.686593 6.896898 0.424 -0.571 0.295
F 9.056778 4.596804 7.153570 -0.030 0.177 -0.165
F 10.227282 6.170695 8.090826 -0.110 0.299 -0.164
H 4.960427 5.815905 6.601267 0.067 0.045 -0.133
H 6.990055 6.218474 3.646763 0.077 -0.205 0.079
H 6.617720 7.124578 5.070451 0.003 -0.197 0.267
H 10.679429 5.371924 6.318585 -0.043 0.173 -0.114
F 5.553062 9.546652 9.554463 -0.012 -0.152 0.025
C 6.056714 8.330979 9.269546 0.026 0.099 -0.666
F 5.260739 7.801557 8.299936 0.019 -0.214 0.105
C 6.082763 7.409325 10.489053 -0.363 -0.144 0.786
F 4.830025 7.158693 10.934875 0.003 0.179 -0.207
F 6.585322 6.210384 10.082162 0.231 0.300 -0.152
C 6.953274 7.879007 11.671422 0.567 -0.331 0.505
O 6.283383 8.530140 12.750569 -0.563 0.706 -0.793
C 6.056021 9.905786 12.644908 1.272 -0.907 0.100
F 6.721926 10.404048 11.586515 -0.296 0.355 0.110
F 6.618726 10.463934 13.739455 -0.419 0.136 0.040
C 4.564792 10.247959 12.620899 -0.723 0.131 0.070
F 3.941562 9.660432 11.578386 0.202 -0.063 0.097
F 4.386804 11.583596 12.488303 0.326 -0.036 0.088
H 7.058205 8.455990 8.849041 0.031 -0.096 0.118
H 7.356147 6.970596 12.123538 -0.247 -0.025 -0.056
H 7.832472 8.436891 11.343041 -0.242 0.119 -0.172
H 4.076434 9.917619 13.540477 0.192 -0.029 0.064
F -5.639834 -5.509077 -8.165483 -0.113 -0.068 0.025
C -6.415193 -5.707662 -7.080065 0.542 0.272 0.569
F -5.604306 -6.201377 -6.113253 -0.318 -0.201 0.008
C -7.560926 -6.682055 -7.351558 -0.226 -0.664 -0.582
F -7.086773 -7.911161 -7.655995 0.174 0.192 0.038
F -8.258984 -6.824079 -6.187624 0.106 0.422 0.044
C -8.576070 -6.253682 -8.429634 -0.838 0.015 -0.059
O -8.406714 -6.806554 -9.734321 1.161 0.305 0.039
C -7.524744 -6.162907 -10.607897 -1.347 0.374 0.684
F -7.143454 -4.979832 -10.090601 0.310 -0.060 -0.354
F -8.239987 -5.874613 -11.717612 0.326 -0.242 -0.170
C -6.339189 -7.049772 -10.994578 0.517 -0.491 -0.211
F -5.626438 -7.419019 -9.910505 -0.222 0.076 -0.011
F -5.495098 -6.381350 -11.815894 -0.286 0.188 -0.005
H -6.792205 -4.738750 -6.738312 -0.158 -0.053 -0.044
H -9.541173 -6.645685 -8.102558 0.182 -0.172 0.021
H -8.714757 -5.171195 -8.461814 0.319 -0.042 0.013
H -6.681202 -7.954455 -11.502337 -0.180 0.100 -0.007
```
Forces are in eV/Å.

[2]
Computed, not measured: C4H5NO as an isolated structure, with wB97M-V/def2-TZVPD.

Properties
spin multiplicity = 1
strongest force on any atom = 0.6 eV/Å
DFT total energy = -285.2160 Eh
energy relative to the best compared isomer or geometry (same formula, charge and spin) = 124.62 kcal/mol
Kohn-Sham gap = 11.005 eV
LUMO energy = 0.8 eV

XYZ file:
```
11
Properties=species:S:1:pos:R:3:forces:R:3
O -1.983623 1.074014 -0.749446 0.281 -0.093 0.548
C -1.416351 0.914761 0.268790 -0.144 0.044 -0.252
N -0.329145 0.662001 0.942771 -0.240 0.018 -0.098
C 0.929663 0.376634 0.249961 0.165 0.064 -0.067
C 1.092680 -1.048237 -0.057948 0.141 -0.500 -0.158
C 1.238009 -2.214353 -0.315379 -0.101 0.452 0.116
H -2.249834 1.024019 1.490159 -0.067 0.023 -0.062
H -1.365309 0.779356 1.834962 -0.015 0.016 -0.067
H 0.998954 0.969787 -0.669352 0.023 -0.119 0.103
H 1.732628 0.707452 0.912929 -0.034 -0.075 -0.097
H 1.353355 -3.251336 -0.540890 -0.010 0.170 0.033
```
Forces are in eV/Å.

[3]
Computed, not measured: a 2-piece molecular cluster, C17H22BCl4NO2 overall in a non-equilibrium geometry, with wB97M-V/def2-TZVPD.

Properties
spin multiplicity = 1
strongest force on any atom = 2.3 eV/Å
DFT total energy = -2731.9326 Eh
energy relative to the best compared isomer or geometry (same formula, charge and spin) = 0.00 kcal/mol
Kohn-Sham gap = 4.991 eV
LUMO energy = -2.4 eV

XYZ file:
```
47
Properties=species:S:1:pos:R:3:forces:R:3
Cl -3.444786 -3.516611 -1.722624 0.109 0.671 0.418
B -3.557386 -1.845206 -0.916579 -0.635 0.023 -1.422
Cl -3.213320 -0.449915 -2.149381 0.000 -0.513 0.495
Cl -5.224507 -1.582264 -0.148908 0.550 0.003 0.155
O -2.462580 -1.795291 0.127196 0.525 1.490 1.717
C -2.276621 -0.810577 0.929231 -0.658 -1.778 -0.603
C -1.450677 -1.000160 2.091991 0.262 -0.106 0.740
C -1.389471 -0.003570 3.099970 -0.161 -0.017 -0.560
C -0.559865 -0.152497 4.197176 0.261 0.015 0.395
C 0.207438 -1.317030 4.359233 -0.751 0.154 -1.311
Cl 1.309749 -1.450227 5.650819 0.067 -0.053 0.201
C 0.073805 -2.360579 3.425495 -0.071 0.079 -0.073
C -0.758584 -2.217725 2.320446 -0.034 0.292 0.171
H -2.820486 0.131908 0.763001 0.178 -0.274 -0.053
H -2.041062 0.873943 3.018484 0.475 -0.190 -0.048
H -0.461361 0.634228 4.946641 -0.187 -0.208 -0.256
H 0.641054 -3.276483 3.565882 -0.155 0.132 0.004
H -0.918301 -3.053549 1.642776 0.237 0.235 -0.003
C 2.788861 3.001446 -0.419842 -0.286 -0.183 -0.032
C 2.384141 4.465728 -0.348946 -0.114 0.032 0.237
C 1.001330 4.753748 -0.952809 -0.086 0.067 -0.382
C -0.006418 3.600936 -0.906940 1.081 -1.021 1.014
N -1.243080 3.861812 -1.455761 -0.731 -0.077 0.183
C -1.597233 5.223551 -1.822807 -0.184 0.081 -0.622
C -3.112487 5.407120 -1.938564 -0.182 -0.354 -0.110
O -3.738206 4.371541 -2.705056 0.536 -0.069 0.587
C -3.477369 3.078791 -2.136206 -0.234 0.211 -0.038
C -1.990010 2.754195 -2.059825 -0.166 0.412 -0.414
C 0.322108 2.394306 -0.343760 -0.465 1.343 -0.721
C 1.697902 2.063945 0.127499 0.439 -0.018 0.244
H 2.975814 2.736801 -1.463688 -0.008 -0.021 -0.045
H 3.725791 2.849822 0.122535 -0.045 -0.040 -0.046
H 2.371933 4.803259 0.693005 0.019 -0.193 0.034
H 3.139470 5.090000 -0.841532 -0.162 -0.091 0.012
H 0.601686 5.623757 -0.402122 0.014 -0.340 -0.345
H 1.100971 5.073444 -2.013249 -0.068 -0.143 0.531
H -1.260467 5.920760 -1.045167 -0.034 -0.199 -0.261
H -1.120995 5.519784 -2.779634 -0.163 -0.054 0.238
H -3.534995 5.444496 -0.913809 -0.038 -0.120 -0.364
H -3.349552 6.349040 -2.461103 0.158 -0.352 0.294
H -3.896317 3.022862 -1.109352 -0.002 0.126 -0.379
H -4.001566 2.353688 -2.781061 0.257 0.291 0.372
H -1.608396 2.514414 -3.075954 -0.024 0.170 0.367
H -1.893972 1.849044 -1.458283 0.042 0.262 -0.155
H -0.427461 1.607376 -0.226147 0.220 0.267 -0.194
H 1.930667 1.037859 -0.183193 0.075 0.067 0.130
H 1.717233 2.064425 1.229566 0.142 -0.009 -0.102
```
Forces are in eV/Å.